(1)
The following is a quantum chemistry calculation of a molecular structure, C11H22AuCl2O at a distorted geometry, from the Open Molecules 2025 dataset.

Results
Orbital gap (alpha / beta) (Eh): 0.1173 / 0.2259
F_max (eV/Å): 3.3
Spin multiplicity: 3
E_LUMO (alpha / beta) (Ha): 0.1170 / 0.1073
Charge: -1
Relative energy (zero: lowest compared OMol25 entry of this formula, charge and spin) (kcal/mol): 0.00
Molecular weight (g/mol): 438.17

Geometry (Å):
1 Au -0.54 0.75 0.02
2 Cl 0.48 2.32 1.36
3 Cl -0.95 -1.59 -1.22
4 C -2.17 1.91 -0.69
5 H -3.05 1.27 -0.66
6 H -2.10 2.87 -0.23
7 C 0.53 -0.62 -1.06
8 C -1.25 1.63 -1.79
9 H 1.04 -1.15 -0.26
10 C -0.28 2.68 -2.27
11 H -1.56 0.83 -2.45
12 C 0.87 2.07 -3.12
13 H -0.94 3.22 -2.94
14 H 0.04 3.31 -1.42
15 C 1.90 1.28 -2.29
16 H 0.41 1.35 -3.81
17 H 1.39 2.84 -3.75
18 C 1.43 -0.23 -2.22
19 H 2.88 1.34 -2.81
20 H 2.02 1.72 -1.28
21 H 0.90 -0.55 -3.15
22 H 2.34 -0.81 -2.01
23 C -1.80 -0.38 2.87
24 C -0.32 -0.59 2.99
25 O 0.22 -1.22 1.82
26 C 0.05 -2.64 1.79
27 C 1.22 -3.36 2.43
28 H -1.99 0.38 2.11
29 H -2.19 -0.07 3.85
30 H -2.31 -1.32 2.58
31 H 0.20 0.38 2.99
32 H -0.11 -1.18 3.88
33 H -0.91 -2.91 2.26
34 H -0.01 -2.85 0.71
35 H 1.24 -3.25 3.52
36 H 1.18 -4.43 2.25
37 H 2.16 -3.02 2.02



(2)
The following is a quantum chemistry calculation of 3 unconnected molecules or ions with the total composition C11H22Cl2N2O6PS2 at a distorted geometry, from the Open Molecules 2025 dataset.

Results
Orbital gap (Eh): 0.3361
F_max (eV/Å): 1.4
E_LUMO (Ha): -0.1309
Charge: +1
Molecular weight (g/mol): 444.32

Geometry (Å):
1 C 4.08 -1.04 -0.84
2 C 2.96 -0.48 0.00
3 O 2.81 0.95 -0.10
4 C 2.60 1.45 -1.35
5 O 3.49 1.65 -2.12
6 C 1.17 1.81 -1.69
7 C 0.22 2.04 -0.52
8 C -0.40 0.78 0.07
9 S -1.76 0.17 -0.95
10 P -3.25 1.80 -1.01
11 S -2.98 2.77 -2.63
12 C -2.47 -1.06 0.07
13 Cl -3.31 -0.47 1.45
14 C -2.33 -2.37 -0.22
15 C -1.62 -2.93 -1.41
16 Cl -3.00 -3.54 0.80
17 H 5.06 -0.70 -0.51
18 H 4.04 -2.12 -0.74
19 H 3.94 -0.82 -1.90
20 H 3.17 -0.67 1.05
21 H 2.04 -1.01 -0.24
22 H 1.25 2.75 -2.24
23 H 0.79 1.09 -2.41
24 H 0.73 2.57 0.29
25 H -0.57 2.71 -0.86
26 H -0.75 0.93 1.09
27 H 0.29 -0.05 0.08
28 H -4.44 1.08 -0.85
29 H -2.98 2.46 0.20
30 H -1.12 -2.17 -2.01
31 H -0.89 -3.67 -1.10
32 H -2.34 -3.44 -2.04
33 C 5.11 -4.93 2.11
34 N 4.06 -4.35 1.23
35 O 3.70 -3.21 1.44
36 O 3.63 -5.05 0.34
37 H 5.39 -4.19 2.85
38 H 4.68 -5.82 2.57
39 H 5.95 -5.20 1.48
40 C -5.40 4.83 2.13
41 N -5.12 4.36 0.74
42 O -4.61 5.12 -0.03
43 O -5.43 3.21 0.47
44 H -5.07 5.86 2.21
45 H -6.47 4.74 2.28
46 H -4.86 4.18 2.81



(3)
The following is a quantum chemistry calculation of a gas-phase ion, C11H22ClN4 (charge +1) at a distorted geometry, from the Open Molecules 2025 dataset.

Results
Orbital gap (Eh): 0.3564
F_max (eV/Å): 4.0
E_LUMO (Ha): -0.0883
Charge: +1
Molecular weight (g/mol): 245.78

Geometry (Å):
1 C 1.35 0.60 2.04
2 N 1.30 1.04 0.64
3 C 2.21 2.16 0.48
4 C 2.75 2.22 -0.90
5 C 1.62 2.27 -1.90
6 N 0.61 1.31 -1.48
7 C -0.16 1.02 -2.68
8 C -1.35 0.12 -2.36
9 C -0.92 -1.06 -1.45
10 N -0.46 -0.49 -0.20
11 C -0.48 -1.19 1.03
12 Cl 1.00 -2.33 0.82
13 N -1.68 -2.07 1.21
14 C -2.82 -1.35 1.86
15 C -1.63 -3.44 1.88
16 C 0.52 0.57 -0.34
17 H 1.58 -0.49 2.20
18 H 2.22 1.13 2.44
19 H 0.45 0.92 2.60
20 H 1.73 3.13 0.72
21 H 3.04 1.96 1.14
22 H 3.28 3.16 -1.06
23 H 3.42 1.39 -1.18
24 H 1.10 3.29 -1.92
25 H 1.94 1.92 -2.92
26 H -0.59 1.99 -3.02
27 H 0.54 0.59 -3.44
28 H -2.08 0.77 -1.82
29 H -1.77 -0.32 -3.30
30 H -1.80 -1.70 -1.28
31 H -0.21 -1.71 -1.98
32 H -0.29 -0.52 1.96
33 H -3.56 -2.17 2.04
34 H -2.57 -0.91 2.86
35 H -3.19 -0.57 1.18
36 H -2.72 -3.55 2.16
37 H -1.34 -4.21 1.17
38 H -1.01 -3.48 2.80